[1]
The following is a DFT calculation (ωB97M-V/def2-TZVPD) of a cluster of 2 separate species, CH8NS2 in total.

Output
Calculated total energy   -893.7699 Eh
Net charge   +1
HOMO-LUMO gap   0.3660 Ha
Multiplicity   1
ΔE to the lowest compared entry with this formula, charge and spin   11.8 kJ/mol
F_max   0.497 eV Å⁻¹

XYZ file:
```
12
CH8NS2 ωB97M-V/def2-TZVPD
S -0.7838 0.1264 -2.4554
S -1.9829 -0.8777 -1.1213
H -1.5392 -0.0369 -3.5518
H -2.7158 0.1526 -0.6612
C 1.4155 0.5726 0.7619
N 0.3537 -0.3898 1.1815
H 0.9494 1.4329 0.2775
H 1.9699 0.8854 1.6405
H 2.0748 0.0694 0.0611
H -0.2491 -0.6918 0.3865
H -0.2589 -0.0055 1.9005
H 0.7663 -1.2376 1.5802
```

---

[2]
The following is a DFT calculation (ωB97M-V/def2-TZVPD) of a structure of composition C31H50BF6N11O4S2Ta at a distorted geometry.

Output
Calculated total energy   -3591.1012 Eh
Net charge   +3
HOMO-LUMO gap   0.2269 Ha
Multiplicity   1
ΔE to the lowest compared entry with this formula, charge and spin   185.8 kJ/mol
F_max   3.009 eV Å⁻¹

XYZ file:
```
106
C31H50BF6N11O4S2Ta ωB97M-V/def2-TZVPD
Ta -0.1571 0.1470 -0.1389
C -1.4973 2.3299 4.5432
C -1.8174 1.9629 3.1358
C -3.0508 2.0144 2.4847
C -2.8539 1.6934 1.1619
N -1.5094 1.3573 1.0274
N -0.8995 1.5870 2.2546
B 0.5854 2.0044 2.2431
N 1.4841 0.7658 2.2378
N 1.7252 0.1826 1.0200
C 2.9102 -0.4658 1.1004
C 3.3693 -0.3611 2.4014
C 2.4474 0.4178 3.0964
C 2.4938 0.8942 4.5094
C 3.6640 -0.9485 -0.1157
C 4.0956 -2.4200 -0.0073
C 2.8035 -0.6956 -1.3538
C 4.9391 -0.0878 -0.2107
N 0.8430 2.7442 0.9081
N 0.6774 2.1734 -0.3468
C 1.0823 3.1049 -1.2756
C 1.4648 4.2405 -0.5870
C 1.3053 3.9905 0.7630
C 1.5916 4.9023 1.9078
C 1.1985 3.0103 -2.7876
C 2.6767 3.2604 -3.1444
C 0.3239 4.1191 -3.4025
C 0.7746 1.6876 -3.4003
C -3.8509 2.0721 0.0680
C -5.2322 2.3210 0.6882
C -3.3006 3.3974 -0.5134
C -4.0107 1.0825 -1.0695
H -2.4011 2.2831 5.1459
H -1.1163 3.3536 4.5929
H -0.7458 1.6697 4.9763
H -3.9781 2.3263 2.9369
H 0.8279 2.7014 3.1787
H 4.2919 -0.7611 2.8008
H 3.2670 0.3541 5.0517
H 1.5403 0.7411 5.0178
H 2.7327 1.9607 4.5557
H 3.2547 -3.1035 -0.0545
H 4.6432 -2.5955 0.9216
H 4.7663 -2.6612 -0.8349
H 1.9483 -1.3905 -1.3967
H 3.3753 -0.8584 -2.2705
H 2.4656 0.3481 -1.3700
H 5.5999 -0.2570 0.6422
H 4.7013 0.9801 -0.2583
H 5.4869 -0.3593 -1.1158
H 1.8310 5.1605 -1.0191
H 1.9376 5.8596 1.5262
H 2.3662 4.4923 2.5602
H 0.6984 5.0758 2.5137
H 3.0291 4.2232 -2.7728
H 2.7850 3.2654 -4.2316
H 3.3270 2.4771 -2.7384
H 0.6490 5.1107 -3.0824
H -0.7296 3.9948 -3.1295
H 0.4007 4.0774 -4.4920
H 1.1950 0.8221 -2.8761
H 1.1431 1.6377 -4.4250
H -0.3068 1.6220 -3.4503
H -5.2478 3.2134 1.3181
H -5.5730 1.4638 1.2772
H -5.9550 2.4806 -0.1134
H -3.1880 4.1566 0.2638
H -3.9981 3.7795 -1.2624
H -2.3284 3.2453 -0.9960
H -4.4063 0.1241 -0.7288
H -3.0667 0.9404 -1.5829
H -4.7099 1.4907 -1.7994
F -3.9634 -3.0626 1.0620
C -4.1964 -2.8454 -0.2137
F -5.1747 -1.9896 -0.3960
F -4.3747 -3.9523 -0.8743
S -2.5994 -2.1180 -0.8471
O -2.2046 -1.0435 0.1135
O -1.6795 -3.2073 -0.9523
N -2.9497 -1.4943 -2.2714
S -1.8580 -0.6949 -2.9907
O -2.2798 0.2124 -3.9806
O -0.9884 0.0183 -1.8465
C -0.5803 -1.8646 -3.7701
F -1.2254 -2.9180 -4.1604
F 0.3499 -2.1903 -2.8835
F -0.0576 -1.2045 -4.7663
C -1.3671 -6.2495 0.7920
C 0.0244 -6.3212 0.1658
C 0.0020 -6.1023 -1.3460
C 1.0077 -5.3825 0.8584
N 0.5682 -3.9549 0.9254
C -0.1507 -3.3375 1.8938
N -0.2156 -2.0738 1.5904
N 0.4336 -1.9745 0.4290
N 0.9056 -3.0891 -0.0039
H -1.9893 -7.0603 0.4105
H -1.8658 -5.3092 0.5352
H -1.3354 -6.3543 1.8828
H 0.4369 -7.3122 0.3674
H -0.4009 -5.1182 -1.6011
H -0.6332 -6.8522 -1.8209
H 1.0013 -6.1960 -1.7784
H 1.9605 -5.3772 0.3375
H 1.1697 -5.6941 1.8877
H -0.5584 -3.8150 2.7752
```

---

[3]
The following is a DFT calculation (ωB97M-V/def2-TZVPD) of a cluster of 2 separate species, C3H6P2 in total at a distorted geometry.

Output
Calculated total energy   -800.4628 Eh
Net charge   0
HOMO-LUMO gap   0.2759 Ha
Multiplicity   1
ΔE to the lowest compared entry with this formula, charge and spin   263.9 kJ/mol
F_max   2.369 eV Å⁻¹
SMILES   C1=P2=P1=C2.C

XYZ file:
```
11
C3H6P2 ωB97M-V/def2-TZVPD
C 1.9804 0.6498 -1.6573
P 2.5344 -0.7604 -0.7589
P 1.3470 1.0501 -0.0602
C 1.0342 -0.7289 0.1360
H 2.6978 1.2144 -2.3812
H 1.0087 -1.2473 1.0654
C -2.1109 0.0061 0.7616
H -2.8919 0.7228 0.5056
H -1.7135 -0.4660 -0.2148
H -2.6518 -0.7818 1.2546
H -1.2342 0.3412 1.3491
```

---

[4]
The following is a DFT calculation (ωB97M-V/def2-TZVPD) of a structure of composition C11H30CaO8S5 at a distorted geometry.

Output
Calculated total energy   -3707.5864 Eh
Net charge   0
HOMO-LUMO gap   0.2836 Ha
Multiplicity   1
F_max   3.151 eV Å⁻¹

XYZ file:
```
55
C11H30CaO8S5 ωB97M-V/def2-TZVPD
Ca -13.1846 -8.5884 -0.7740
C -15.7948 -8.0028 -0.6983
O -14.7959 -7.2071 -0.2830
O -15.3880 -9.0211 -1.5161
O -16.9535 -7.8679 -0.3673
C -11.2153 -4.2355 0.8104
S -12.5862 -5.2921 0.4197
O -11.9847 -6.6385 0.0386
C -13.3069 -5.4951 2.0158
H -10.8002 -4.0669 -0.1263
H -10.4669 -4.7365 1.3704
H -11.5593 -3.2522 1.2435
H -13.6648 -4.4787 2.1791
H -12.4885 -5.7296 2.7694
H -14.0851 -6.2384 1.8360
C -15.9701 -11.0076 1.3808
S -14.8521 -10.0351 2.3571
O -13.6087 -9.7164 1.5140
C -15.8786 -8.5953 2.3579
H -16.6401 -11.4758 2.0719
H -15.4206 -11.8424 0.8558
H -16.5885 -10.3517 0.7294
H -16.0101 -8.0460 1.4021
H -15.4523 -8.0325 3.1546
H -16.9315 -8.9050 2.6403
C -9.9968 -8.5981 -2.3224
S -9.8330 -9.4328 -0.6960
O -11.2065 -9.7581 -0.1518
C -9.1948 -7.9806 0.2345
H -9.0220 -8.9218 -2.7513
H -10.1731 -7.5703 -2.3315
H -10.8050 -9.1483 -2.8071
H -9.8584 -7.1601 -0.1304
H -8.3161 -7.8724 -0.3340
H -9.1725 -8.2222 1.3382
C -15.1726 -11.1638 -3.3245
S -13.4291 -11.3252 -3.0436
O -12.6664 -10.0193 -2.7858
C -13.5078 -12.0879 -1.5153
H -15.5689 -12.2233 -3.0264
H -15.4134 -10.8936 -4.3419
H -15.6157 -10.4044 -2.7109
H -12.4932 -12.1313 -1.1591
H -14.0118 -13.0941 -1.5427
H -14.1189 -11.5460 -0.7619
C -13.5912 -6.7456 -5.3377
S -14.1930 -7.1952 -3.6045
O -12.9191 -7.0712 -2.7770
C -15.2692 -5.7299 -3.3175
H -12.9713 -7.5057 -5.7387
H -13.0881 -5.7611 -5.3115
H -14.5019 -6.6044 -5.9134
H -16.1467 -5.7246 -3.9742
H -14.7413 -4.8077 -3.4289
H -15.4549 -5.8712 -2.2878
```

---

[5]
The following is a DFT calculation (ωB97M-V/def2-TZVPD) of the molecule C7H11N3 at a distorted geometry.

Output
Calculated total energy   -437.4397 Eh
Net charge   0
HOMO-LUMO gap   0.3174 Ha
Multiplicity   1
ΔE to the lowest compared entry with this formula, charge and spin   323.1 kJ/mol
F_max   6.391 eV Å⁻¹
SMILES   CCN1C=CN(C)[C@H]1C#N

XYZ file:
```
21
C7H11N3 ωB97M-V/def2-TZVPD
C 1.9865 1.0462 -0.5150
C 0.7467 1.8351 -0.0195
N -0.2654 1.0523 0.5428
C -0.1016 0.2082 1.5926
C -0.6023 -1.0231 1.4569
N -1.0472 -1.2761 0.1301
C -0.4006 -2.2798 -0.6596
C -1.0681 -0.0399 -0.5941
C -2.3181 0.5878 -0.5281
N -3.4013 0.9222 -0.4594
H 2.4913 1.7213 -1.1220
H 2.4706 0.7111 0.4546
H 1.5391 0.2523 -0.9303
H 1.2057 2.6232 0.8079
H 0.3897 2.3794 -0.7729
H 0.5109 0.5953 2.4478
H -0.7268 -1.7381 2.1580
H -0.1486 -3.1616 0.0591
H -1.1205 -2.7408 -1.4960
H 0.5564 -1.7325 -1.0096
H -0.6964 0.0573 -1.5432
```

---

[6]
The following is a DFT calculation (ωB97M-V/def2-TZVPD) of a structure of composition C19H29GeSi at a distorted geometry.

Output
Calculated total energy   -3107.4806 Eh
Net charge   +1
HOMO-LUMO gap   0.1625 Ha
Multiplicity   1
ΔE to the lowest compared entry with this formula, charge and spin   120.5 kJ/mol
F_max   5.858 eV Å⁻¹

XYZ file:
```
50
C19H29GeSi ωB97M-V/def2-TZVPD
C 4.1589 -0.7887 -0.7259
Si 4.2255 0.9584 -0.0135
C 3.2986 2.0358 -1.2588
H -0.6493 -0.0091 -0.5627
C 3.3455 1.0525 1.6732
Ge 1.5103 0.5281 2.2905
C 1.4222 0.8928 4.2169
C 0.0210 1.6167 1.6157
C 1.0374 -1.3699 2.1440
H 5.1801 -1.1821 -0.7335
H 3.5131 -1.4360 -0.1143
H 3.8003 -0.7544 -1.7644
H 3.9322 2.9135 -1.4790
H 3.1420 1.4857 -2.2045
H 2.3308 2.3756 -0.8437
H 3.9964 0.5068 2.3925
H 3.4127 2.1122 2.0011
H 0.4181 0.6384 4.5794
H 2.1583 0.2851 4.7548
H 1.6067 1.9562 4.4082
H -0.9028 1.2788 2.1048
H 0.2020 2.6628 1.8916
H -0.0939 1.5378 0.5293
H 0.0837 -1.5346 2.6610
H 0.9281 -1.6675 1.0963
H 1.8082 -1.9780 2.6300
C -1.1165 -0.6371 -1.3293
C -1.8523 -1.6943 -0.5125
C -1.5664 -3.0740 -0.6200
C -2.0350 -3.9656 0.3570
C -2.7909 -3.4930 1.4382
C -3.0977 -2.1341 1.5260
C -2.6704 -1.2437 0.5352
C -1.7785 0.3843 -2.2512
C -1.5607 0.4137 -3.6460
C -2.0772 1.4648 -4.4211
C -2.8059 2.4914 -3.8066
C -2.9618 2.4964 -2.4205
C -2.4394 1.4615 -1.6493
H -0.3446 -1.1518 -1.9287
H -1.0379 -3.4636 -1.4920
H -1.7840 -5.0323 0.2844
H -3.1448 -4.1859 2.2069
H -3.6505 -1.7402 2.3787
H -2.9973 -0.2128 0.5656
H -1.0128 -0.4000 -4.1352
H -1.8823 1.5020 -5.4957
H -3.2459 3.2921 -4.4029
H -3.4691 3.3222 -1.9116
H -2.5640 1.4834 -0.5584
```